Below is a cluster of 11 separate species, C28H81N3O19 in total in a non-equilibrium geometry, with properties calculated with ωB97M-V/def2-TZVPD.

Summary:
highest occupied orbital energy	-9.0	eV
LUMO energy	0.1	eV
SMILES	COC[C@H](C)N.COC[C@H](C)N.COC[C@H](C)N.OCCO.OCCO.OCCO.OCCO.OCCO.OCCO.OCCO.OCCO
F_max	2.768	eV/Å
HOMO-LUMO gap	9.068	eV
energy above the lowest of the compared OMol25 structures with the same formula, charge and spin	42.3	kcal per mole

XYZ file:
```
131
Properties=species:S:1:pos:R:3:forces:R:3
C -2.161766 -4.124314 -0.653968 0.521 0.385 0.870
O -2.660382 -3.874764 -1.934488 -0.493 -0.039 0.042
C -1.686121 -3.665095 -2.932877 0.326 -0.834 -0.326
C -2.303152 -2.928579 -4.096272 -0.874 0.918 0.372
C -3.356853 -3.721132 -4.861681 -0.037 -0.293 0.142
N -1.241736 -2.474783 -4.981655 0.382 -0.006 -0.072
H -1.274526 -4.763876 -0.630471 -0.076 -0.230 -0.251
H -2.919333 -4.554838 0.001251 -0.228 -0.291 -0.421
H -1.867310 -3.206470 -0.124469 0.097 0.213 -0.315
H -0.815955 -3.128660 -2.543164 -0.083 0.154 0.025
H -1.341077 -4.627498 -3.340990 0.191 -0.091 0.309
H -2.811526 -2.079779 -3.608561 -0.074 0.137 -0.268
H -4.309369 -3.863451 -4.349390 0.200 0.223 0.414
H -2.995694 -4.733460 -5.059585 0.115 0.111 -0.391
H -3.610179 -3.189327 -5.780112 0.159 -0.192 -0.170
H -1.562181 -2.262459 -5.917280 -0.198 -0.110 0.050
H -0.834975 -1.627123 -4.595491 0.006 -0.133 0.039
C 1.351941 -1.687836 0.045851 1.560 -0.534 0.403
O 0.249284 -1.336424 -0.743607 -0.279 -0.115 0.537
C -0.681897 -0.512736 -0.045263 -0.382 0.115 0.380
C -0.180374 0.936885 0.162425 -0.300 -0.259 -1.128
C -0.993627 1.624750 1.235493 0.184 -0.745 0.448
N -0.352987 1.698144 -1.123664 -0.105 -0.913 1.128
H 1.121197 -1.950653 1.081267 -0.479 0.249 -0.034
H 2.123721 -0.911970 0.077528 -0.241 0.233 0.082
H 1.878713 -2.556950 -0.355000 -0.388 0.001 -0.453
H -1.616135 -0.610918 -0.605090 0.079 0.615 -0.289
H -0.978944 -0.933429 0.926744 0.636 -0.334 0.088
H 0.876853 0.878165 0.427936 -0.064 0.181 0.144
H -2.045515 1.692272 0.955451 -0.002 0.043 -0.039
H -0.620678 2.614149 1.489270 0.103 -0.066 -0.152
H -0.915001 0.977585 2.115925 -0.121 0.357 0.216
H -1.371889 1.640421 -1.151376 -0.072 0.781 -0.513
H -0.107073 1.014225 -1.836418 0.366 0.354 -0.445
C 5.658276 -4.079533 3.058718 0.961 0.370 1.030
O 5.122142 -5.175462 2.383734 0.200 -0.044 -0.691
C 3.740993 -5.025237 2.180644 -0.707 0.883 0.066
C 3.125426 -6.140573 1.368783 -1.323 -0.993 -0.589
C 1.792815 -5.763625 0.669637 0.796 0.136 0.249
N 2.848355 -7.327880 2.230878 1.229 0.230 -0.674
H 5.307101 -4.065536 4.098251 -0.277 0.263 -0.062
H 5.531786 -3.092793 2.599459 -0.704 -0.169 -0.261
H 6.746519 -4.140640 3.148343 -0.050 -0.637 -0.254
H 3.236728 -5.004852 3.161271 -0.041 -0.087 0.030
H 3.498499 -4.039249 1.753826 0.329 -0.044 -0.300
H 3.765173 -6.517291 0.568481 0.477 0.265 0.251
H 1.160887 -5.401569 1.481973 -0.607 0.100 -0.458
H 1.379606 -6.620972 0.140500 -0.129 -0.338 0.656
H 1.890751 -5.054998 -0.156395 0.239 0.546 0.506
H 2.394308 -7.048850 3.094123 -0.034 0.143 -0.017
H 3.807623 -7.574950 2.477601 -0.387 -0.581 0.484
O -3.321560 2.198867 -1.269871 0.267 0.231 0.069
C -3.485485 2.048610 -2.690631 -0.501 -0.365 0.452
C -2.482409 2.900433 -3.435199 -0.275 0.818 -0.890
O -2.902456 4.249658 -3.654056 0.076 -0.031 1.020
H -4.001369 1.707451 -0.797383 0.019 -0.092 -0.047
H -3.385499 0.983671 -2.926468 0.305 0.023 -0.199
H -4.516797 2.321048 -2.928472 0.130 0.252 -0.355
H -2.365899 2.541531 -4.459575 0.154 -0.612 0.195
H -1.515992 2.940586 -2.931016 -0.004 -0.451 -0.011
H -2.497336 4.729055 -2.903563 -0.230 0.062 -0.373
O 0.287567 4.169373 3.867510 -0.076 -0.557 0.025
C -1.065192 4.484873 3.534264 0.423 1.259 0.717
C -1.937365 4.482337 4.764269 0.398 -1.056 0.225
O -1.317986 5.246436 5.817130 -0.641 0.056 -0.603
H 0.570187 4.744976 4.587047 -0.351 0.162 0.029
H -1.095914 5.489713 3.099293 0.121 0.093 0.183
H -1.442134 3.843714 2.740880 0.093 -0.424 0.483
H -1.971410 3.464797 5.171534 -0.334 -0.160 -0.418
H -2.943374 4.802208 4.478994 0.008 0.234 0.278
H -1.792192 4.931822 6.592762 0.303 0.385 0.291
O 4.821831 0.773070 -2.965083 0.252 0.153 0.276
C 4.350000 0.342398 -1.678158 0.572 -0.325 -1.138
C 4.907994 -1.048265 -1.386466 -0.589 -0.002 0.725
O 4.126875 -2.104863 -1.921853 -0.222 -0.013 -0.076
H 4.819015 1.734236 -2.989304 -0.067 -0.030 -0.075
H 4.642228 1.013724 -0.868521 0.026 0.183 -0.120
H 3.262635 0.306947 -1.771246 -0.080 -0.187 0.637
H 4.844596 -1.109888 -0.294152 -0.023 -0.486 -0.039
H 5.948544 -1.242463 -1.653733 0.092 0.731 -0.105
H 4.373361 -2.227341 -2.844313 -0.052 0.039 -0.015
O -4.853930 -2.416182 2.404911 0.150 0.238 0.000
C -5.308253 -2.301267 1.065096 -0.901 -0.702 -0.664
C -5.260726 -0.859422 0.538651 0.151 -1.535 0.781
O -3.936438 -0.415247 0.765175 -0.021 0.978 -0.681
H -5.596553 -2.188545 2.973207 0.135 0.023 0.113
H -4.697194 -2.954341 0.437619 0.413 0.296 0.151
H -6.295739 -2.776102 0.990850 -0.162 0.468 -0.076
H -6.039726 -0.263882 1.026906 0.296 0.293 0.223
H -5.497037 -0.871956 -0.525922 0.298 0.096 -0.102
H -3.554302 -0.864132 1.527511 -0.378 -0.088 0.149
O 1.644332 -1.622076 -5.805122 -0.187 -0.017 0.176
C 1.337479 -0.257659 -5.456583 1.248 -2.026 0.515
C 1.403421 -0.013014 -3.946235 -0.274 0.056 -0.567
O 0.240126 -0.548752 -3.314213 -0.068 0.485 0.017
H 1.058214 -2.231505 -5.333099 -0.182 0.155 -0.093
H 2.171357 0.243029 -5.944228 -0.339 0.667 -0.004
H 0.362914 -0.001680 -5.873135 -0.024 0.461 0.112
H 1.519081 1.079202 -3.910818 -0.452 0.095 0.791
H 2.229031 -0.469172 -3.402098 0.581 0.051 -0.820
H 0.492438 -0.954461 -2.458146 -0.295 0.180 -0.277
O 0.999356 4.464856 -0.216853 -0.090 -0.490 0.465
C 1.415868 4.630349 1.144967 -0.136 -0.580 -0.431
C 2.794741 4.079436 1.346334 1.433 -0.253 0.440
O 2.843627 2.648146 1.439648 -0.776 -0.244 -0.419
H 0.724503 3.533325 -0.308493 0.187 -0.092 -0.350
H 1.416766 5.699505 1.350241 -0.029 0.044 0.062
H 0.748498 4.109956 1.836439 0.102 0.308 -0.244
H 3.260355 4.463213 2.259144 -0.255 0.356 -0.007
H 3.438896 4.361193 0.508301 -0.120 0.238 -0.047
H 3.474910 2.375184 2.105296 0.180 0.287 0.089
O 2.146930 1.780933 4.995661 -0.587 0.253 -0.071
C 0.968334 1.024185 4.859101 -0.877 -2.607 -0.312
C 1.277621 -0.271850 4.103084 2.147 0.771 -0.580
O 1.755241 0.037496 2.783240 -0.753 -0.211 -0.306
H 1.846215 2.683763 5.151600 0.219 0.047 -0.125
H 0.551565 0.620584 5.789782 0.158 0.696 0.508
H 0.140396 1.457120 4.294981 0.296 0.820 0.069
H 0.451321 -0.976118 4.047183 -0.194 0.227 -0.083
H 2.157115 -0.769690 4.529436 -0.455 -0.188 0.795
H 2.322960 0.809702 2.872412 -0.147 0.097 -0.008
O -3.305896 4.347894 0.546495 0.355 0.339 0.047
C -2.341035 5.364210 0.739056 0.525 -0.726 0.782
C -1.832513 6.030477 -0.501021 0.635 0.589 -1.183
O -1.343498 5.100148 -1.477124 -0.703 -0.221 0.390
H -2.976515 3.744157 -0.140032 -0.216 0.015 -0.134
H -2.710710 6.024126 1.526344 -0.396 0.491 -0.488
H -1.431478 4.986828 1.238927 -0.215 -0.373 -0.603
H -0.973684 6.665768 -0.252869 -0.216 0.206 0.344
H -2.540335 6.654193 -1.050755 -0.260 -0.128 0.272
H -0.604914 4.613325 -1.073519 0.008 0.335 -0.147
```
Forces are in eV/Å.